C37H76Cl32FO3PSSi2 | ωB97M-V/def2-TZVPD

```
153
Properties=species:S:1:pos:R:3:forces:R:3
C -2.66433 -8.70641 0.23120 -0.954 -1.952 0.408
C -2.27170 -7.61757 0.00616 1.542 2.785 -0.324
C -1.54152 -6.33603 -0.20257 -1.611 -0.603 0.774
Si -2.68000 -4.83357 0.10082 0.973 -0.818 -1.682
S -2.12235 -3.37477 -1.39202 0.089 0.335 -0.224
O -4.25438 -5.37591 -0.06248 0.345 1.496 0.261
Si -5.39174 -4.13543 -0.16947 -0.855 -0.430 0.056
C -6.93161 -4.72160 0.80539 0.660 -0.843 0.641
C -7.15354 -6.23851 0.72501 0.091 0.116 -0.446
F -8.08282 -4.03988 0.37868 0.134 0.013 0.064
P -2.35791 -3.83146 2.10223 -1.132 0.713 1.976
O -2.38342 -2.18366 1.80382 1.161 -0.876 -0.403
O -0.76525 -4.11385 2.59663 -0.379 0.412 -1.143
H -2.73676 -9.74836 0.43289 -0.790 0.158 0.013
H -0.71657 -6.29800 0.52613 0.070 -0.040 -0.472
H -1.18569 -6.35197 -1.23982 -0.154 0.378 1.052
H -1.61881 -4.08268 -2.43987 -0.342 -0.085 0.533
H -4.90948 -2.88391 0.45654 0.261 -0.072 0.015
H -5.80852 -3.84319 -1.55453 0.148 -0.131 -0.048
H -6.76215 -4.48428 1.87337 -0.205 0.195 -0.329
H -6.21648 -6.78573 0.91279 -0.201 0.309 0.015
H -7.45960 -6.49005 -0.30196 -0.072 -0.076 0.346
H -7.90074 -6.59262 1.44692 0.046 0.184 -0.268
H -1.85770 -1.76972 2.50633 -0.357 0.130 -0.078
H -0.58388 -5.06244 2.53031 0.093 0.176 0.203
Cl -4.39484 -4.78751 5.22452 -0.036 -0.280 -0.009
C -4.20262 -6.55905 5.23844 -0.089 -0.010 0.062
C -2.79521 -6.98560 4.90103 0.021 -0.011 0.271
Cl -2.38546 -6.64824 3.19793 -0.064 -0.762 0.079
H -4.92466 -6.98081 4.54160 0.068 0.044 -0.044
H -4.45739 -6.89837 6.24220 0.091 -0.022 -0.010
H -2.69012 -8.06062 5.04368 -0.047 0.010 -0.089
H -2.06200 -6.48437 5.52982 -0.050 0.088 -0.074
Cl 2.47756 0.18927 3.52937 0.041 -0.041 0.120
C 1.17736 0.57549 2.36954 -0.090 0.059 -0.057
C 0.79635 -0.61893 1.53492 -0.417 -0.194 0.089
Cl 2.08025 -1.10398 0.39974 0.176 0.007 -0.003
H 1.51315 1.40441 1.75053 0.006 -0.111 0.080
H 0.31871 0.91115 2.95147 -0.012 -0.094 -0.012
H -0.08079 -0.38299 0.92304 0.526 -0.376 0.332
H 0.56326 -1.48442 2.15485 0.158 -0.020 -0.022
Cl 3.38424 -5.19559 -2.35504 0.039 -0.069 -0.032
C 4.04319 -3.62538 -2.88644 0.134 0.126 -0.014
C 2.98297 -2.55408 -2.89289 0.026 0.142 0.078
Cl 1.76376 -2.81711 -4.16539 -0.024 -0.039 0.012
H 4.49097 -3.75355 -3.86983 -0.114 -0.089 0.000
H 4.83349 -3.36257 -2.18385 -0.084 0.023 0.044
H 3.43820 -1.58312 -3.08779 0.040 -0.051 -0.031
H 2.46678 -2.50465 -1.93770 -0.074 -0.061 -0.042
Cl 2.06173 2.83454 -0.20505 -0.047 -0.118 -0.266
C 3.70518 2.14637 -0.11079 0.071 -0.046 0.052
C 4.75492 3.12422 -0.57822 0.064 -0.017 0.171
Cl 4.65016 3.43448 -2.33309 -0.037 0.036 -0.033
H 3.72143 1.23031 -0.69784 -0.076 0.057 -0.008
H 3.88127 1.88426 0.93731 -0.364 0.148 -0.513
H 5.74655 2.71776 -0.38691 -0.043 -0.067 -0.035
H 4.67187 4.07852 -0.06368 -0.053 0.002 -0.094
Cl 5.47620 1.59456 2.36266 0.506 -0.064 0.366
C 6.69758 1.13551 3.57665 0.155 0.060 0.101
C 7.22917 -0.25751 3.34904 0.139 -0.044 0.038
Cl 5.99840 -1.50926 3.65741 -0.015 0.025 -0.086
H 6.24403 1.23547 4.56045 -0.060 -0.046 -0.062
H 7.51001 1.85753 3.50076 0.000 -0.047 -0.044
H 8.05701 -0.44991 4.03104 -0.055 0.043 0.040
H 7.58869 -0.38723 2.33025 -0.096 0.023 0.003
Cl -0.82621 5.08047 -4.06703 0.007 0.029 0.038
C 0.82277 4.39211 -4.00610 0.158 -0.157 0.081
C 1.86305 5.37051 -4.48438 0.012 0.173 -0.048
Cl 1.74179 5.68605 -6.24221 -0.016 -0.054 -0.065
H 0.83130 3.47729 -4.59561 -0.084 0.056 -0.027
H 1.01429 4.12770 -2.96561 0.062 0.063 -0.016
H 2.85837 4.96459 -4.30520 -0.051 -0.035 0.004
H 1.77542 6.32578 -3.95622 -0.117 -0.702 -0.848
Cl -1.21283 1.24943 0.17536 -0.408 0.544 -0.311
C -2.45375 1.61485 -1.05475 -0.273 0.173 -0.087
C -2.68441 0.44660 -1.97922 -0.089 -0.011 0.037
Cl -1.26648 0.17419 -3.03566 -0.035 -0.091 0.052
H -2.13885 2.49664 -1.60970 0.089 -0.026 0.051
H -3.36751 1.86077 -0.51437 -0.008 -0.103 -0.039
H -3.53183 0.65222 -2.63270 -0.012 0.064 0.049
H -2.89149 -0.47144 -1.43156 0.160 -0.017 -0.027
Cl -4.34231 3.71711 -3.50858 0.005 -0.032 0.070
C -3.50939 2.77498 -4.77434 0.108 0.009 -0.171
C -4.44013 2.38075 -5.89268 0.060 0.059 -0.105
Cl -5.65176 1.18074 -5.36862 -0.022 -0.005 0.032
H -3.05806 1.90429 -4.30535 -0.031 0.012 -0.033
H -2.71103 3.40573 -5.16301 -0.071 0.024 -0.018
H -3.87016 1.92339 -6.70061 0.034 -0.019 0.073
H -4.97086 3.24218 -6.29326 -0.032 -0.025 0.088
Cl 2.11611 7.26728 -2.13483 0.168 0.526 0.930
C 1.02485 7.10846 -0.72968 -0.257 0.027 0.102
C 1.75830 7.27492 0.57482 0.012 0.096 0.058
Cl 2.86912 5.91620 0.88468 0.092 0.178 0.110
H 0.53435 6.13859 -0.79283 0.119 -0.020 -0.051
H 0.26463 7.88135 -0.82963 0.069 0.027 0.003
H 1.04777 7.29907 1.39959 -0.020 -0.024 -0.055
H 2.33451 8.19707 0.59679 -0.005 -0.048 -0.009
Cl -4.92582 -0.15729 1.98930 0.006 0.031 0.007
C -6.07967 -0.61077 3.26907 -0.131 0.010 0.005
C -5.47861 -0.48293 4.64767 -0.076 0.081 0.080
Cl -4.20697 -1.69666 4.95132 0.032 0.253 -0.067
H -6.41943 -1.62635 3.07357 0.111 -0.002 -0.006
H -6.93356 0.05975 3.17718 0.041 0.016 0.053
H -6.24896 -0.64087 5.40189 -0.014 -0.050 -0.061
H -5.04605 0.50348 4.80245 0.049 -0.050 -0.066
Cl -0.40308 -10.06077 -2.21581 0.456 1.030 -4.215
C 0.76436 -9.30247 -3.33220 -0.297 -0.201 -0.710
C 1.23448 -7.95964 -2.83189 0.210 -0.138 -0.022
Cl -0.05942 -6.73696 -2.86755 0.548 -0.169 -1.038
H 0.29378 -9.22259 -4.30985 0.105 0.132 -0.060
H 1.61219 -9.98191 -3.41446 0.057 0.040 0.031
H 2.03751 -7.58666 -3.46684 -0.065 -0.001 -0.022
H 1.60840 -8.02424 -1.81160 -0.104 0.035 0.054
Cl 2.54313 10.15824 3.22139 0.048 -0.018 -0.055
C 1.15834 11.27881 3.15658 -0.015 0.157 0.084
C -0.07329 10.60988 2.60364 -0.108 0.054 0.143
Cl 0.11466 10.23235 0.87119 -0.064 0.003 -0.069
H 1.44570 12.14128 2.55822 0.048 -0.099 -0.055
H 0.97545 11.61644 4.17608 -0.042 -0.083 -0.010
H -0.93287 11.27299 2.69312 0.067 0.046 -0.044
H -0.29922 9.68647 3.13320 0.082 -0.022 -0.078
Cl -0.41843 -13.58835 0.13351 -0.043 -0.003 0.025
C 0.71293 -12.49219 -0.70226 0.215 -0.216 -0.092
C 0.97031 -11.23154 0.08565 -0.037 -0.028 0.048
Cl -0.46920 -10.17956 0.16350 0.612 -0.972 4.659
H 0.30291 -12.27065 -1.68563 0.024 -0.168 0.247
H 1.64453 -13.04125 -0.83582 0.013 0.011 0.097
H 1.75918 -10.65274 -0.39486 -0.015 -0.001 -0.092
H 1.28167 -11.45413 1.10473 -0.092 0.003 -0.039
Cl -1.98880 8.88076 -5.21694 -0.030 -0.015 0.042
C -1.15008 7.94001 -6.47835 0.116 -0.023 -0.071
C -2.07666 7.53573 -7.59828 0.118 0.080 -0.112
Cl -3.28433 6.33093 -7.07547 -0.048 -0.018 0.038
H -0.69453 7.07477 -6.00486 -0.097 0.010 0.019
H -0.35456 8.57366 -6.86948 -0.062 0.008 -0.040
H -1.50267 7.07868 -8.40368 0.038 -0.031 0.079
H -2.61193 8.39211 -8.00351 -0.056 -0.038 0.091
Cl 4.19140 12.33716 -0.31141 -0.041 -0.007 -0.001
C 3.78559 10.66936 -0.79866 -0.086 -0.150 0.068
C 4.69980 10.14778 -1.87860 0.068 -0.138 0.041
Cl 4.44987 10.98193 -3.43328 0.010 0.020 -0.004
H 2.74457 10.65633 -1.11643 0.050 0.066 -0.050
H 3.87849 10.04979 0.09392 0.066 0.024 -0.017
H 4.49808 9.09073 -2.04985 -0.079 0.049 0.036
H 5.74663 10.25697 -1.60235 -0.042 0.099 -0.018
Cl 3.45596 -1.84734 8.85098 0.023 0.000 0.027
C 4.02912 -0.40041 7.98389 -0.058 0.148 -0.048
C 5.21313 -0.69919 7.09793 -0.103 0.008 -0.065
Cl 6.67866 -1.08760 8.03619 0.030 -0.013 -0.011
H 4.26512 0.36329 8.72231 0.044 -0.089 0.025
H 3.19734 -0.04447 7.37628 0.045 -0.059 -0.053
H 5.44901 0.17469 6.49215 -0.052 0.019 0.053
H 5.01184 -1.53213 6.42931 0.021 -0.010 0.075
```
Forces are in eV/Å.

LUMO level   0.2031 eV
Kohn-Sham gap   7.678 eV
Molar mass   1841.7 u
Energy relative to the best compared isomer or geometry (same formula, charge and spin)   2.087 eV
Max |F|   4.8 eV/Å
HOMO energy   -7.48 eV

Here are the Mulliken charges for atoms 1 to 6, given in e:
1. C -0.1649
2. C -0.7602
3. C 1.2961
4. Si 0.0261
5. S -0.2082
6. O 0.0988